No. 1
9
Properties=species:S:1:pos:R:3 method="wB97M-V/def2-TZVPD" homo_ha=-0.3381 e_above_lowest_kcal_mol=76.7 orbital_gap_ha=0.360
O 2.016 -0.455 -0.187
C 0.692 -0.315 -0.354
C 0.163 0.909 -0.011
O -1.160 0.677 0.251
C -1.309 -0.631 0.028
N -0.253 -1.292 -0.332
H 1.636 0.214 0.585
H 0.510 1.923 -0.163
H -2.296 -1.030 0.183


No. 2
58
Properties=species:S:1:pos:R:3 method="wB97M-V/def2-TZVPD" homo_ha=-0.2824 e_above_lowest_kcal_mol=0.0 orbital_gap_ha=0.295 smiles="Cn1c(CSCc2ccc(F)cc2)nnc1SCC(=O)N1CCN(c2ccccc2)CC1"
C -0.752 -3.071 2.484
N -0.859 -2.565 1.146
C 0.075 -2.587 0.153
N -0.378 -1.987 -0.918
N -1.623 -1.564 -0.647
C -1.920 -1.912 0.574
C -3.165 -1.579 1.284
H -3.437 -2.341 2.011
H -3.978 -1.411 0.580
S -2.924 -0.030 2.242
C -2.774 1.149 0.845
C -4.053 1.230 0.082
C -5.131 1.948 0.589
C -6.332 1.990 -0.093
C -6.442 1.299 -1.287
C -5.389 0.572 -1.811
C -4.192 0.538 -1.118
H -3.358 -0.030 -1.505
H -5.511 0.043 -2.743
F -7.613 1.333 -1.956
H -7.176 2.544 0.286
H -5.027 2.471 1.528
H -2.515 2.095 1.318
H -1.954 0.801 0.217
S 1.642 -3.311 0.342
C 2.277 -3.156 -1.365
H 2.489 -4.169 -1.707
H 1.484 -2.706 -1.959
C 3.588 -2.383 -1.377
O 4.640 -2.979 -1.514
N 3.530 -1.043 -1.241
C 2.366 -0.222 -0.994
H 1.438 -0.769 -1.150
C 2.450 0.319 0.445
N 3.665 1.070 0.660
C 3.712 2.437 0.398
C 2.654 3.134 -0.191
C 2.720 4.503 -0.376
C 3.838 5.218 0.012
C 4.890 4.541 0.608
C 4.828 3.178 0.804
H 5.650 2.685 1.301
H 5.767 5.083 0.932
H 3.888 6.285 -0.141
H 1.887 5.012 -0.839
H 1.766 2.618 -0.523
C 4.822 0.246 0.375
H 5.740 0.815 0.502
C 4.762 -0.302 -1.060
H 5.597 -0.977 -1.252
H 4.788 0.529 -1.774
H 4.830 -0.594 1.078
H 1.581 0.932 0.684
H 2.466 -0.532 1.137
H 2.394 0.617 -1.699
H -1.032 -2.290 3.193
H -1.408 -3.933 2.618
H 0.278 -3.375 2.662


No. 3
55
Properties=species:S:1:pos:R:3 method="wB97M-V/def2-TZVPD" homo_ha=-0.3474 orbital_gap_ha=0.287 smiles="CCOP(=O)(CCCC1=CC(=O)C(CN)=CC1=O)OCC.Clc1ccccc1Cl"
C -1.658 -4.171 0.968
C -2.616 -3.086 1.386
O -3.559 -2.801 0.332
P -3.574 -1.288 -0.205
O -4.660 -1.125 -1.172
C -1.949 -1.018 -0.926
C -1.660 0.448 -1.217
C -1.099 1.214 -0.022
C 0.251 0.783 0.505
C 0.637 1.241 1.702
C 1.929 0.937 2.345
O 2.192 1.371 3.467
C 2.873 0.072 1.591
C 4.173 -0.272 2.251
N 4.081 -1.581 2.961
C 2.503 -0.381 0.394
C 1.206 -0.081 -0.246
O 0.992 -0.524 -1.362
O -3.720 -0.290 1.037
C -4.698 -0.656 2.026
C -5.711 0.463 2.223
H -1.159 -3.882 0.052
H -0.898 -4.256 1.736
H -2.163 -5.116 0.827
H -3.132 -3.334 2.306
H -2.021 -2.199 1.603
H -1.184 -1.498 -0.325
H -1.999 -1.557 -1.864
H -0.967 0.504 -2.042
H -2.575 0.937 -1.540
H -1.075 2.271 -0.266
H -1.800 1.089 0.797
H -0.022 1.875 2.271
H 4.404 0.476 2.994
H 4.945 -0.355 1.498
H 3.346 -1.470 3.653
H 3.681 -2.234 2.295
H 3.178 -1.001 -0.174
H -5.232 -1.561 1.769
H -4.168 -0.809 2.959
H -5.943 0.564 3.276
H -6.641 0.211 1.734
H -5.328 1.408 1.863
Cl 5.245 3.838 -1.574
C 4.202 3.113 -2.746
C 2.884 2.801 -2.446
Cl 2.214 3.127 -0.885
C 2.075 2.210 -3.405
C 2.579 1.935 -4.664
C 3.896 2.253 -4.968
C 4.705 2.840 -4.010
H 1.051 1.962 -3.164
H 1.945 1.472 -5.407
H 4.294 2.042 -5.951
H 5.731 3.087 -4.242


No. 4
29
Properties=species:S:1:pos:R:3 method="wB97M-V/def2-TZVPD" homo_ha=-0.3863 e_above_lowest_kcal_mol=17.7 total_charge=+1 orbital_gap_ha=0.244
F 2.462 1.733 0.519
C 3.211 0.749 0.209
F 3.333 -0.066 1.250
F 4.400 1.206 -0.020
C 2.594 -0.026 -1.017
I 3.548 0.691 -2.842
C 2.932 -1.496 -0.971
N 2.186 -2.237 0.121
C 0.961 -1.488 0.562
C 0.355 -0.639 -0.530
O 1.257 0.245 -1.181
H 3.993 -1.630 -0.892
H 2.637 -1.936 -1.908
H 2.810 -2.332 0.923
H 1.928 -3.157 -0.233
H 0.221 -2.220 0.836
H 1.158 -0.924 1.453
H -0.201 -1.252 -1.223
H -0.389 -0.019 -0.042
N -3.196 0.776 0.999
C -2.863 1.843 0.201
C -4.025 2.434 -0.209
C -5.101 1.700 0.362
C -4.559 0.687 1.103
H -2.544 0.157 1.442
H -1.833 2.089 0.000
H -4.100 3.299 -0.847
H -6.152 1.898 0.243
H -5.022 -0.086 1.692


No. 5
25
Properties=species:S:1:pos:R:3 method="wB97M-V/def2-TZVPD" homo_ha=-0.3097 e_above_lowest_kcal_mol=104.7 orbital_gap_ha=0.324
C -1.005 2.652 2.823
C -1.936 2.214 1.847
C 0.362 2.503 2.667
C -1.522 1.621 0.659
C 0.697 1.941 1.449
C -0.204 1.496 0.568
C -0.174 -0.776 -1.638
C 1.048 -1.145 -0.797
C 0.805 0.256 -1.154
C -0.333 -1.333 -3.017
C 0.834 -1.742 0.641
Br 2.071 1.285 -2.134
H -1.388 3.039 3.810
H -3.039 2.286 1.968
H 1.129 3.015 3.371
H -2.364 1.385 0.149
H 1.746 1.703 1.210
H -1.150 -0.757 -0.909
H 1.874 -1.721 -1.185
H -0.350 -2.380 -3.046
H 0.631 -1.139 -3.559
H -1.271 -1.042 -3.370
H 1.272 -1.015 1.353
H 1.137 -2.799 0.692
H -0.157 -1.701 0.895


No. 6
9
Properties=species:S:1:pos:R:3 method="wB97M-V/def2-TZVPD" homo_ha="-0.3336 / -0.3336" e_above_lowest_kcal_mol=14.3 orbital_gap_ha="0.321 / 0.321"
C -1.713 0.476 1.164
N 1.017 0.393 -1.352
N -2.823 -0.006 1.274
O 2.509 0.121 0.598
O -0.664 0.974 1.284
S 1.119 -1.111 -1.961
S 1.582 1.010 -0.051
H 2.223 -1.496 -1.389
H -3.250 -0.362 0.434


No. 7
20
Properties=species:S:1:pos:R:3 method="wB97M-V/def2-TZVPD" homo_ha=-0.3113 e_above_lowest_kcal_mol=56.5 orbital_gap_ha=0.344 smiles="C/C=C/O.C/C=C/O"
C 0.462 0.906 -1.343
C 0.120 -0.133 -2.369
C -0.414 0.158 -3.548
O -0.718 -0.817 -4.455
H 1.531 0.908 -1.137
H 0.166 1.896 -1.684
H -0.055 0.681 -0.411
H 0.351 -1.177 -2.184
H -0.660 1.178 -3.822
H -0.959 -0.417 -5.291
C 1.875 0.318 2.297
C 0.490 -0.236 2.413
C -0.330 0.095 3.400
O -1.546 -0.525 3.524
H 2.160 0.389 1.246
H 1.966 1.310 2.739
H 2.629 -0.329 2.749
H 0.176 -1.007 1.720
H -0.134 0.923 4.071
H -1.990 -0.221 4.316


No. 8
8
Properties=species:S:1:pos:R:3 method="wB97M-V/def2-TZVPD" homo_ha="-0.3575 / -0.3575" e_above_lowest_kcal_mol=140.5 orbital_gap_ha="0.270 / 0.270"
C 0.197 -0.103 0.099
N 2.280 0.945 0.561
O 1.935 1.858 -0.132
O 1.434 -0.005 0.866
S 4.418 -0.669 -0.317
H -0.455 0.622 0.453
H 0.007 -1.091 0.084
H 0.276 0.295 -0.996